# 1
{
  "formula": "C5H12NO2",
  "method": "ωB97M-V with the def2-TZVPD basis set",
  "e_lumo_ev": 4.162,
  "multiplicity": 1,
  "largest_force_ev_per_a": 3.08,
  "gap_ev": 6.7,
  "de_lowest_kcal_mol": 83.5,
  "energy_ev": -10963.371,
  "charge": -1,
  "species": ["C", "N", "C", "O", "C", "C", "C", "O", "H", "H", "H", "H", "H", "H", "H", "H", "H", "H", "H", "H"],
  "xyz": [[0.521, 1.236, -0.482], [0.308, 0.762, 0.853], [-0.631, 1.546, 1.554], [-2.097, 1.242, 1.325], [-0.048, 0.203, -1.590], [-0.364, -1.210, -1.040], [0.910, -2.004, -0.862], [1.585, -1.763, 0.321], [1.597, 1.154, -0.718], [0.082, 2.184, -0.802], [1.331, -0.876, 0.684], [-0.552, 2.610, 1.435], [-0.347, 1.307, 2.603], [-2.008, 0.308, 1.546], [0.618, -0.014, -2.493], [-0.968, 0.548, -2.083], [-0.931, -0.960, -0.119], [-1.107, -1.717, -1.656], [1.519, -1.680, -1.753], [0.765, -3.116, -0.840]]
}


# 2
{
  "formula": "C5H12NO2",
  "method": "ωB97M-V with the def2-TZVPD basis set",
  "e_lumo_ev": [0.941, -2.868],
  "multiplicity": 2,
  "largest_force_ev_per_a": 3.85,
  "gap_ev": [10.4, 6.4],
  "de_lowest_kcal_mol": 77.8,
  "energy_ev": -10959.998,
  "charge": 0,
  "species": ["C", "C", "C", "C", "N", "C", "O", "H", "H", "H", "H", "H", "H", "H", "H", "H", "H", "H", "H", "O"],
  "xyz": [[-1.006, 0.296, 1.044], [-0.160, 1.460, 0.584], [-0.153, 1.127, -1.007], [-1.193, 1.596, -1.674], [-0.323, -0.980, 1.439], [0.154, -1.950, 0.404], [1.398, -2.416, 0.353], [-1.869, 0.054, 0.434], [-1.510, 0.609, 1.994], [0.919, 1.437, 0.883], [-0.639, 2.450, 0.781], [0.667, 0.463, -1.235], [-1.417, 1.237, -2.653], [-2.097, 2.093, -1.258], [0.382, -0.879, 2.140], [-0.521, -2.849, 0.483], [-0.104, -1.408, -0.563], [2.828, -0.685, -1.465], [2.159, -1.300, -0.047], [2.486, -0.354, -0.638]]
}


# 3
{
  "formula": "C5H12NO2",
  "method": "ωB97M-V with the def2-TZVPD basis set",
  "e_lumo_ev": -4.082,
  "multiplicity": 1,
  "largest_force_ev_per_a": 2.32,
  "gap_ev": 9.9,
  "de_lowest_kcal_mol": 37.9,
  "energy_ev": -10956.975,
  "charge": 1,
  "species": ["O", "C", "C", "C", "C", "C", "N", "H", "H", "H", "H", "H", "H", "H", "H", "H", "H", "H", "H", "O"],
  "xyz": [[0.214, 1.327, 0.992], [0.359, 2.098, 0.070], [-0.132, 1.661, -1.276], [0.145, 0.150, -1.529], [-0.856, -0.926, -1.162], [-0.487, -2.039, 0.975], [-0.946, -1.048, 0.338], [0.886, 3.066, 0.084], [-1.195, 1.960, -1.409], [0.405, 2.096, -2.132], [0.313, -0.074, -2.591], [1.131, 0.051, -1.052], [-1.859, -0.770, -1.535], [-0.333, -1.825, -1.497], [-0.573, -2.087, 2.046], [-0.033, -2.860, 0.416], [-1.310, -0.246, 0.844], [0.831, 0.271, 3.145], [2.202, -0.393, 2.662], [1.239, -0.412, 2.612]]
}


# 4
{
  "formula": "C5H12NO2",
  "method": "ωB97M-V with the def2-TZVPD basis set",
  "e_lumo_ev": -3.876,
  "multiplicity": 1,
  "largest_force_ev_per_a": 3.93,
  "gap_ev": 10.9,
  "de_lowest_kcal_mol": 33.0,
  "smiles": "CC(C)[C@H]([NH3+])C(=O)O",
  "energy_ev": -10957.187,
  "charge": 1,
  "species": ["C", "C", "C", "C", "N", "C", "O", "O", "H", "H", "H", "H", "H", "H", "H", "H", "H", "H", "H", "H"],
  "xyz": [[0.127, 2.034, -1.189], [-0.479, 1.220, -0.073], [0.281, 1.538, 1.177], [-0.562, -0.283, -0.472], [-1.883, -0.972, 0.017], [0.639, -1.024, 0.160], [0.773, -1.263, 1.323], [1.433, -1.467, -0.805], [-0.200, 1.680, -2.186], [1.210, 2.164, -1.347], [-0.392, 2.966, -1.253], [-1.580, 1.488, 0.047], [1.427, 1.627, 1.012], [0.134, 1.045, 2.132], [0.110, 2.568, 1.601], [-0.548, -0.503, -1.500], [-1.781, -1.953, 0.284], [-2.638, -1.151, -0.693], [-2.416, -0.410, 0.730], [2.068, -2.138, -0.342]]
}


# 5
{
  "formula": "C5H12NO3PS",
  "method": "ωB97M-V with the def2-TZVPD basis set",
  "e_lumo_ev": 0.442,
  "multiplicity": 1,
  "largest_force_ev_per_a": 3.02,
  "gap_ev": 9.6,
  "de_lowest_kcal_mol": 20.0,
  "energy_ev": -33134.552,
  "charge": 0,
  "species": ["C", "C", "C", "C", "C", "N", "O", "O", "O", "P", "S", "H", "H", "H", "H", "H", "H", "H", "H", "H", "H", "H", "H"],
  "xyz": [[-1.044, 0.059, 1.210], [0.865, 1.988, 2.485], [-0.930, 1.293, -2.263], [0.900, -4.240, -1.453], [1.129, 0.567, 1.926], [-1.978, 0.323, 0.582], [-2.301, 3.265, 0.688], [-0.058, -0.195, 1.941], [-1.195, 2.246, -1.264], [-2.611, 2.261, -0.361], [0.520, -2.722, -0.624], [0.382, -2.029, -1.774], [0.239, 2.584, 1.834], [0.488, 1.877, 3.575], [1.865, 2.436, 2.656], [-0.055, 0.712, -2.017], [-0.612, 1.842, -3.228], [-1.880, 0.628, -2.401], [1.968, -4.614, -1.444], [0.750, -4.035, -2.515], [0.276, -4.921, -0.937], [1.841, 0.044, 2.552], [1.442, 0.629, 0.834]]
}


# 6
{
  "formula": "C5H12NOP3",
  "method": "ωB97M-V with the def2-TZVPD basis set",
  "e_lumo_ev": 0.835,
  "multiplicity": 1,
  "largest_force_ev_per_a": 3.55,
  "gap_ev": 9.0,
  "de_lowest_kcal_mol": 15.1,
  "energy_ev": -36780.531,
  "charge": 0,
  "species": ["C", "C", "C", "C", "C", "N", "O", "P", "P", "P", "H", "H", "H", "H", "H", "H", "H", "H", "H", "H", "H", "H"],
  "xyz": [[0.113, -0.342, 0.492], [-1.316, -0.771, 0.554], [-1.471, 0.454, -0.418], [-1.855, -2.126, 0.101], [-2.377, 1.618, -0.307], [-0.068, 0.716, -0.238], [1.332, -0.817, 0.845], [2.288, 1.882, -0.394], [3.704, -1.041, -0.763], [2.863, 0.005, 0.873], [-1.795, -0.482, 1.508], [-1.491, 0.094, -1.391], [-2.722, -1.894, -0.444], [-2.002, -2.740, 0.890], [-1.259, -2.550, -0.678], [-2.391, 2.098, 0.671], [-3.397, 1.320, -0.402], [-2.135, 2.283, -1.042], [1.425, 2.348, 0.760], [3.485, 2.448, 0.025], [4.822, -0.205, -0.663], [4.246, -2.300, 0.020]]
}


# 7
{
  "formula": "C5H12NOS",
  "method": "ωB97M-V with the def2-TZVPD basis set",
  "e_lumo_ev": -3.866,
  "multiplicity": 1,
  "largest_force_ev_per_a": 4.00,
  "gap_ev": 8.6,
  "de_lowest_kcal_mol": 37.9,
  "energy_ev": -19743.442,
  "charge": 1,
  "species": ["C", "C", "C", "C", "C", "N", "O", "S", "H", "H", "H", "H", "H", "H", "H", "H", "H", "H", "H", "H"],
  "xyz": [[-0.262, 0.519, 1.156], [0.084, 0.245, -2.008], [-0.557, -1.899, -0.849], [2.352, 1.231, 2.388], [-0.947, -0.588, -1.306], [-2.221, -0.237, -1.469], [-0.600, 0.862, 2.326], [1.452, 0.446, 0.953], [-0.142, 1.313, -1.933], [1.068, -0.118, -1.768], [0.004, 0.034, -3.053], [-0.060, -2.459, -1.658], [0.257, -1.656, -0.103], [-1.311, -2.423, -0.406], [3.326, 0.970, 2.078], [2.130, 0.755, 3.414], [2.273, 2.281, 2.340], [-1.613, 0.897, 2.539], [-2.804, -0.913, -0.992], [-2.428, 0.738, -1.648]]
}


# 8
{
  "formula": "C5H12NS",
  "method": "ωB97M-V with the def2-TZVPD basis set",
  "e_lumo_ev": 3.453,
  "multiplicity": 1,
  "largest_force_ev_per_a": 1.76,
  "gap_ev": 5.7,
  "de_lowest_kcal_mol": 8.6,
  "smiles": "CCN[C@H](C)C[S-]",
  "energy_ev": -17705.416,
  "charge": -1,
  "species": ["C", "C", "N", "C", "C", "C", "S", "H", "H", "H", "H", "H", "H", "H", "H", "H", "H", "H", "H"],
  "xyz": [[-3.515, 0.179, -0.391], [-2.282, -0.624, 0.013], [-1.160, 0.343, 0.019], [0.188, -0.268, 0.146], [0.304, -0.867, 1.548], [1.241, 0.823, -0.064], [2.867, 0.165, -0.642], [-3.434, 1.112, 0.173], [-4.508, -0.243, -0.246], [-3.457, 0.553, -1.421], [-2.452, -0.949, 1.050], [-2.119, -1.592, -0.476], [-1.172, 0.676, -0.948], [0.434, -1.009, -0.620], [0.073, -0.053, 2.245], [-0.380, -1.700, 1.714], [1.339, -1.139, 1.756], [1.402, 1.346, 0.878], [0.872, 1.463, -0.871]]
}


# 9
{
  "formula": "C5H12NS",
  "method": "ωB97M-V with the def2-TZVPD basis set",
  "e_lumo_ev": 3.703,
  "multiplicity": 1,
  "largest_force_ev_per_a": 1.98,
  "gap_ev": 5.9,
  "de_lowest_kcal_mol": 18.4,
  "smiles": "CCNCCC[S-]",
  "energy_ev": -17704.992,
  "charge": -1,
  "species": ["C", "C", "N", "C", "C", "C", "S", "H", "H", "H", "H", "H", "H", "H", "H", "H", "H", "H", "H"],
  "xyz": [[1.923, 1.888, -0.035], [1.248, 0.742, -0.760], [1.240, -0.522, 0.001], [-0.056, -0.698, 0.720], [-1.089, -1.385, -0.155], [-2.573, -1.015, -0.006], [-2.993, 0.385, 1.104], [1.664, 2.061, 1.004], [3.011, 1.925, -0.143], [1.678, 2.835, -0.554], [1.775, 0.546, -1.694], [0.221, 1.016, -0.992], [1.950, -0.488, 0.728], [0.158, -1.276, 1.627], [-0.394, 0.249, 1.157], [-0.774, -1.166, -1.188], [-0.870, -2.457, -0.142], [-3.132, -1.885, 0.314], [-2.986, -0.754, -0.987]]
}


# 10
{
  "formula": "C5H12NS",
  "method": "ωB97M-V with the def2-TZVPD basis set",
  "e_lumo_ev": 3.584,
  "multiplicity": 1,
  "largest_force_ev_per_a": 3.85,
  "gap_ev": 5.8,
  "de_lowest_kcal_mol": 44.9,
  "smiles": "CCN[C@@H](C)C[S-]",
  "energy_ev": -17703.843,
  "charge": -1,
  "species": ["C", "C", "N", "C", "C", "C", "S", "H", "H", "H", "H", "H", "H", "H", "H", "H", "H", "H", "H"],
  "xyz": [[2.889, 0.000, 0.642], [1.298, -0.454, 0.255], [0.369, 0.712, 0.099], [-0.833, 0.192, -0.631], [-1.370, -1.071, 0.164], [-2.034, 1.165, -0.641], [-3.372, 0.283, -1.626], [2.728, 1.151, 0.685], [3.193, -0.402, 1.602], [3.506, -0.317, -0.239], [1.030, -1.079, 1.118], [1.530, -0.951, -0.713], [0.087, 1.151, 1.002], [-0.442, 0.022, -1.767], [-1.572, -0.762, 1.169], [-0.492, -1.734, 0.045], [-2.270, -1.520, -0.289], [-2.528, 1.525, 0.285], [-1.717, 2.090, -1.160]]
}


# 11
{
  "formula": "C5H12NSe",
  "method": "ωB97M-V with the def2-TZVPD basis set",
  "e_lumo_ev": [-4.377, -4.376],
  "multiplicity": 1,
  "largest_force_ev_per_a": 6.62,
  "gap_ev": [8.2, 8.2],
  "de_lowest_kcal_mol": 80.6,
  "energy_ev": -72204.684,
  "charge": 1,
  "species": ["C", "C", "C", "C", "C", "N", "Se", "H", "H", "H", "H", "H", "H", "H", "H", "H", "H", "H", "H"],
  "xyz": [[1.591, -0.053, -0.880], [0.789, 0.938, 0.061], [1.189, -1.481, -0.653], [-0.189, -0.086, 0.463], [-2.637, 1.385, -0.011], [0.554, -1.356, 0.674], [-1.902, -0.370, -0.382], [1.231, 0.249, -1.863], [2.592, 0.058, -0.858], [1.487, 1.078, 0.871], [0.450, 1.931, -0.269], [0.491, -1.606, -1.381], [1.862, -2.362, -0.789], [-0.413, 0.155, 2.336], [-1.875, 2.072, -0.335], [-3.632, 1.382, -0.358], [-2.831, 1.485, 1.092], [-0.064, -2.180, 0.925], [1.308, -1.238, 1.356]]
}


# 12
{
  "formula": "C5H12O",
  "method": "ωB97M-V with the def2-TZVPD basis set",
  "e_lumo_ev": 1.031,
  "multiplicity": 1,
  "largest_force_ev_per_a": 0.37,
  "gap_ev": 11.3,
  "de_lowest_kcal_mol": 7.1,
  "smiles": "CCCCCO",
  "energy_ev": -7427.005,
  "charge": 0,
  "species": ["C", "C", "C", "C", "C", "O", "H", "H", "H", "H", "H", "H", "H", "H", "H", "H", "H", "H"],
  "xyz": [[2.157, -1.796, -0.270], [1.511, -0.503, 0.219], [0.083, -0.306, -0.291], [-0.573, 0.936, 0.306], [-2.012, 1.138, -0.133], [-2.602, 2.085, 0.743], [2.201, -1.832, -1.365], [3.179, -1.897, 0.110], [1.587, -2.670, 0.069], [2.125, 0.355, -0.086], [1.497, -0.494, 1.317], [0.088, -0.242, -1.389], [-0.517, -1.192, -0.036], [-0.578, 0.858, 1.402], [0.010, 1.832, 0.060], [-2.549, 0.176, -0.087], [-2.049, 1.490, -1.178], [-3.557, 2.062, 0.608]]
}


# 13
{
  "formula": "C5H12O",
  "method": "ωB97M-V with the def2-TZVPD basis set",
  "e_lumo_ev": 1.097,
  "multiplicity": 1,
  "largest_force_ev_per_a": 1.66,
  "gap_ev": 10.7,
  "de_lowest_kcal_mol": 43.7,
  "smiles": "CCCOCC",
  "energy_ev": -7425.417,
  "charge": 0,
  "species": ["C", "C", "C", "O", "C", "C", "H", "H", "H", "H", "H", "H", "H", "H", "H", "H", "H", "H"],
  "xyz": [[-2.285, 1.024, -0.699], [-0.927, 1.486, -0.181], [-0.171, 0.289, 0.343], [1.199, 0.535, 0.481], [1.804, -0.718, 0.584], [1.275, -1.859, -0.569], [-2.875, 1.857, -1.088], [-2.863, 0.544, 0.099], [-2.157, 0.290, -1.503], [-1.048, 2.250, 0.596], [-0.340, 1.941, -0.987], [-0.587, -0.104, 1.285], [-0.164, -0.570, -0.341], [1.595, -1.145, 1.584], [2.892, -0.497, 0.546], [1.408, -2.823, -0.082], [1.913, -1.770, -1.445], [0.268, -2.024, -1.056]]
}